Computed, not measured: a cluster of 2 separate species, C4H11NO in total, with ωB97M-V/def2-TZVPD.

Last column: Mulliken charge in e.
Atoms and positions in Å:
C  0.982  -0.512  2.271  -1.329
C  2.048  0.122  1.372  -0.297
C  1.687  0.094  -0.082  -0.420
C  0.577  0.658  -0.588  -0.752
N  0.148  0.561  -1.896  -0.742
H  0.137  0.160  2.442  0.298
H  1.369  -0.754  3.265  0.388
H  0.574  -1.427  1.836  0.371
H  2.238  1.129  1.754  0.280
H  2.993  -0.403  1.519  0.296
H  2.243  -0.508  -0.788  0.169
H  -0.198  1.054  0.060  0.497
H  -0.838  0.428  -2.076  0.500
H  0.799  0.259  -2.600  0.380
H  -4.308  -0.663  -1.818  0.736
H  -5.426  -0.196  -2.766  0.743
O  -5.025  -0.002  -1.904  -2.119

Computed properties:
* total charge: -1
* DFT total energy: -288.9272 Eh
* HOMO-LUMO gap (spin up / spin down): 2.47 / 8.21 eV
* lowest unoccupied orbital energy (spin up / spin down): 3.58 / 3.52 eV
* HOMO level (spin up / spin down): 1.11 / -4.69 eV
* spin multiplicity: 2
* energy relative to the best compared isomer or geometry (same formula, charge and spin): 0.4045 eV
* ⟨S²⟩: 0.7504